No. 1
Computed, not measured: C28H37N8O2PS3Ti as an isolated structure, with the ωB97M-V functional and the def2-TZVPD basis.

The geometry in XYZ format:
```
80
C28H37N8O2PS3Ti, DFT the ωB97M-V functional and the def2-TZVPD basis
Ti -0.955 -1.453 0.147
N -0.106 -2.765 1.793
C -0.806 -4.045 1.989
C -1.039 -4.638 0.619
N -1.781 -3.684 -0.238
C -3.235 -3.718 0.087
C -3.835 -2.330 0.228
N -2.998 -1.551 1.157
C -1.552 -4.058 -1.656
C -1.816 -2.878 -2.557
N -0.934 -1.808 -2.084
H 0.876 -2.933 1.534
H -0.056 -2.245 2.667
H -1.751 -3.849 2.504
H -0.234 -4.738 2.612
H -1.562 -5.600 0.683
H -0.069 -4.817 0.152
H -3.366 -4.259 1.027
H -3.776 -4.284 -0.677
H -4.874 -2.405 0.567
H -3.841 -1.787 -0.721
H -3.129 -1.871 2.117
H -3.268 -0.566 1.108
H -2.156 -4.933 -1.924
H -0.498 -4.330 -1.758
H -2.853 -2.537 -2.501
H -1.621 -3.148 -3.600
H -1.149 -0.922 -2.540
H 0.042 -2.053 -2.273
N 6.235 1.451 -3.418
C 5.324 0.702 -2.740
C 4.264 0.080 -3.419
C 3.336 -0.666 -2.727
C 3.440 -0.801 -1.348
C 4.484 -0.193 -0.659
C 5.417 0.550 -1.348
S 2.237 -1.705 -0.475
O 2.793 -2.193 0.765
O 1.650 -2.691 -1.367
N 0.989 -0.722 -0.131
C 1.041 0.080 0.980
N -0.158 0.076 1.598
C -0.281 0.810 2.705
C 0.788 1.523 3.203
C 1.984 1.435 2.495
N 2.124 0.717 1.391
H 6.223 1.485 -4.420
H 7.047 1.812 -2.952
H 4.185 0.181 -4.492
H 2.533 -1.154 -3.261
H 4.552 -0.305 0.412
H 6.232 1.018 -0.812
H -1.243 0.806 3.202
H 0.702 2.116 4.099
H 2.865 1.965 2.835
S -2.352 3.469 -2.534
P -1.824 2.588 -0.895
S -2.187 0.548 -0.965
C -2.658 3.271 0.571
C -2.982 2.490 1.672
C -3.576 3.053 2.790
C -3.854 4.412 2.811
C -3.547 5.197 1.709
C -2.957 4.630 0.590
C -0.044 2.782 -0.558
C 0.861 2.220 -1.460
C 2.216 2.470 -1.340
C 2.681 3.303 -0.329
C 1.789 3.870 0.565
C 0.429 3.605 0.458
H -2.773 1.429 1.630
H -3.837 2.435 3.640
H -4.322 4.856 3.679
H -3.777 6.253 1.715
H -2.737 5.232 -0.282
H 0.492 1.596 -2.267
H 2.910 2.021 -2.038
H 3.739 3.511 -0.245
H 2.146 4.529 1.346
H -0.262 4.059 1.157
```

Results
Relative energy (zero: lowest compared OMol25 entry of this formula, charge and spin) (kJ/mol): 61.1
Max |F| (eV Å⁻¹): 0.9
Net charge: +1
Frontier orbital gap (spin up / spin down) (eV): 7.1 / 7.4
2S+1: 2

No. 2
Computed, not measured: C28H37N9OPdS as an isolated structure, with the ωB97M-V functional and the def2-TZVPD basis.

The geometry in XYZ format:
```
77
C28H37N9OPdS, DFT the ωB97M-V functional and the def2-TZVPD basis
Pd -0.360 -0.004 0.641
N -0.169 0.762 5.210
C -0.582 0.708 3.852
S -1.368 -0.757 3.394
N -0.305 1.796 3.203
N -0.695 1.852 1.864
C -0.362 2.976 1.334
C -0.569 3.450 -0.031
C 0.225 4.533 -0.413
C 0.176 5.131 -1.666
C -0.761 4.628 -2.577
C -1.581 3.581 -2.245
C -1.536 2.897 -0.969
O -2.297 1.932 -0.723
H 0.016 -0.177 5.531
H 0.634 1.376 5.294
H 0.174 3.680 1.984
H 0.927 4.913 0.328
H 0.823 5.964 -1.913
H -0.848 5.075 -3.566
H -2.307 3.191 -2.954
C 0.678 0.968 -2.239
N 2.131 0.985 -2.197
C 2.719 1.144 -3.507
C 2.796 0.362 -1.175
N 2.137 -0.220 -0.249
C 2.668 -0.705 0.927
C 3.456 0.064 1.761
C 4.086 -0.512 2.875
C 3.946 -1.847 3.140
C 3.059 -2.640 2.366
C 2.861 -4.011 2.678
C 1.928 -4.739 1.993
C 1.126 -4.130 1.013
C 1.281 -2.794 0.682
N 0.326 -2.164 -0.099
C -0.048 -2.609 -1.243
N -1.290 -2.319 -1.739
C -2.337 -1.829 -0.856
C -1.557 -2.245 -3.156
N 0.764 -3.364 -2.116
C 0.308 -4.661 -2.547
C 2.198 -3.219 -2.040
C 2.341 -2.048 1.304
N 4.209 0.435 -1.296
C 5.050 -0.646 -0.848
C 4.810 1.746 -1.191
H 0.331 1.896 -2.696
H 0.219 0.861 -1.241
H 0.338 0.112 -2.843
H 2.345 2.070 -3.951
H 2.428 0.317 -4.173
H 3.804 1.180 -3.468
H 3.589 1.113 1.529
H 4.704 0.110 3.513
H 4.452 -2.309 3.980
H 3.437 -4.448 3.486
H 1.760 -5.782 2.237
H 0.300 -4.680 0.575
H -1.924 -1.237 -0.023
H -2.936 -2.658 -0.462
H -2.978 -1.154 -1.422
H -0.637 -2.371 -3.722
H -1.981 -1.266 -3.399
H -2.276 -3.012 -3.477
H -0.780 -4.698 -2.529
H 0.692 -5.461 -1.896
H 0.641 -4.865 -3.572
H 2.430 -2.205 -1.719
H 2.624 -3.380 -3.037
H 2.667 -3.921 -1.338
H 4.490 -1.581 -0.832
H 5.451 -0.490 0.161
H 5.889 -0.761 -1.546
H 4.075 2.512 -1.434
H 5.656 1.846 -1.882
H 5.176 1.933 -0.171
```

Results
Max |F| (eV Å⁻¹): 0.5
Net charge: -2
Frontier orbital gap (eV): 3.4
2S+1: 1

No. 3
Computed, not measured: C28H38BF9N5OSSi3Tl as an isolated structure, with the ωB97M-V functional and the def2-TZVPD basis.

The geometry in XYZ format:
```
87
C28H38BF9N5OSSi3Tl, DFT the ωB97M-V functional and the def2-TZVPD basis
Tl 0.267 -0.407 -0.075
C 1.365 -2.179 4.407
C 0.853 -1.154 3.426
N 1.560 -0.587 2.499
N 2.810 -1.024 2.219
C 3.555 -0.433 1.243
N 4.457 -1.246 0.633
S 3.522 1.198 0.982
C -0.566 -0.865 3.425
C -1.453 -1.309 4.422
C -2.804 -1.094 4.262
C -3.263 -0.461 3.109
C -2.318 -0.056 2.177
N -1.027 -0.234 2.334
H 2.447 -2.278 4.348
H 0.904 -3.149 4.219
H 1.107 -1.868 5.421
H 3.000 -2.015 2.361
H 4.172 -2.204 0.459
H 4.896 -0.839 -0.178
H -1.092 -1.822 5.301
H -3.502 -1.436 5.015
H -4.316 -0.321 2.930
H -2.596 0.422 1.250
C -4.016 0.453 -3.921
Si -2.674 -0.144 -2.653
C -3.650 -0.983 -1.237
C -1.779 -1.589 -3.520
C -1.562 1.288 -2.177
Si -0.063 1.676 -3.239
C 0.923 3.182 -2.568
C -0.546 2.171 -5.053
C 1.278 0.329 -3.441
Si -2.249 2.714 -1.221
C -3.908 2.553 -0.250
C -2.627 4.272 -2.306
C -1.036 3.292 0.144
C -0.848 4.621 0.518
C 0.020 4.931 1.550
C 0.680 3.898 2.195
C 0.446 2.602 1.757
N -0.379 2.317 0.766
H -4.657 -0.351 -4.269
H -3.544 0.898 -4.790
H -4.652 1.213 -3.479
H -4.378 -1.688 -1.632
H -4.183 -0.280 -0.606
H -2.956 -1.531 -0.609
H -2.460 -2.413 -3.716
H -0.993 -1.967 -2.873
H -1.327 -1.295 -4.462
H 0.350 4.103 -2.561
H 1.820 3.358 -3.156
H 1.233 2.989 -1.548
H -1.306 2.949 -5.058
H -0.956 1.313 -5.579
H 0.302 2.536 -5.627
H 1.917 0.304 -2.563
H 1.918 0.489 -4.306
H 0.848 -0.658 -3.542
H -4.594 1.892 -0.765
H -4.402 3.517 -0.131
H -3.750 2.152 0.745
H -3.344 4.007 -3.077
H -1.734 4.617 -2.812
H -3.040 5.108 -1.747
H -1.379 5.405 -0.001
H 0.181 5.961 1.851
H 1.367 4.091 3.006
H 0.928 1.754 2.220
F 2.277 -2.156 -1.119
B 2.843 -3.290 -1.720
F 2.706 -3.226 -3.087
F 2.255 -4.431 -1.223
F 4.206 -3.298 -1.388
F 0.196 -7.701 1.787
C -0.140 -6.446 1.379
C -1.384 -6.195 0.816
F -2.256 -7.223 0.654
C -1.757 -4.922 0.448
F -3.008 -4.758 -0.061
C -0.915 -3.773 0.593
O -1.263 -2.606 0.312
C 0.363 -4.112 1.141
F 1.244 -3.099 1.324
C 0.732 -5.375 1.539
F 1.931 -5.579 2.139
```

Results
Relative energy (zero: lowest compared OMol25 entry of this formula, charge and spin) (kJ/mol): 25.7
Max |F| (eV Å⁻¹): 2.1
Net charge: -2
Frontier orbital gap (eV): 5.4
2S+1: 1

> Which formula does entry 2 have?

C28H37N9OPdS

> Which formula does entry 3 have?

C28H38BF9N5OSSi3Tl

> What is the net charge in the first record?

+1